# 1
# C3H2N4O6

One molecule with the formula C3H2N4O6 in a non-equilibrium geometry (ωB97M-V/def2-TZVPD, the Open Molecules 2025 dataset).

Results
- LUMO (alpha / beta): -1.016 / -4.370 eV
- HOMO level (alpha / beta): -9.72 / -11.55 eV
- ΔE to the lowest compared entry with this formula, charge and spin: 0.0 kJ/mol

Structure (ORCA input):
```
! RIJCOSX wB97M-V def2-TZVPD def2/J DEFGRID3
* xyz 0 3
C 0.92 -0.60 -1.24
C -0.97 -0.05 0.23
C 1.76 -0.05 -0.07
N -0.41 -0.59 -0.96
N -0.05 0.18 1.18
N 2.51 -1.05 0.72
N 2.39 1.26 -0.22
O 1.44 -0.96 -2.25
O -2.15 0.09 0.37
O 3.39 -0.62 1.40
O 2.13 -2.18 0.61
O 1.82 2.22 0.21
O 3.43 1.20 -0.82
H -1.05 -0.94 -1.66
H -0.05 1.03 1.73
*
```

=====

# 2
# C3H2N4S

One molecule with the formula C3H2N4S in a non-equilibrium geometry (ωB97M-V/def2-TZVPD, the Open Molecules 2025 dataset).

Results
- LUMO: 0.288 eV
- HOMO level: -8.96 eV
- ΔE to the lowest compared entry with this formula, charge and spin: 38.7 kJ/mol
- SMILES string: c1nc2nnsc2[nH]1

Structure (ORCA input):
```
! RIJCOSX wB97M-V def2-TZVPD def2/J DEFGRID3
* xyz 0 1
C 0.26 -0.37 0.69
C 2.30 -0.66 0.09
C 1.58 0.04 -1.09
N 1.41 -0.82 1.12
N 3.58 -0.82 -0.23
N 3.86 -0.54 -1.40
N 0.32 0.19 -0.61
S 2.66 0.13 -2.37
H -0.54 -0.47 1.32
H -0.26 0.81 -1.12
*
```

=====

# 3
# C3H2N6S

C3H2N6S as an isolated structure in a non-equilibrium geometry (ωB97M-V/def2-TZVPD, the Open Molecules 2025 dataset).

Results
- LUMO: -0.092 eV
- HOMO level: -9.14 eV
- ΔE to the lowest compared entry with this formula, charge and spin: 0.0 kJ/mol

Structure (ORCA input):
```
! RIJCOSX wB97M-V def2-TZVPD def2/J DEFGRID3
* xyz 0 1
C 0.30 -0.47 -0.79
C -0.57 0.46 0.00
C -0.55 2.55 -0.60
N 1.22 3.46 0.05
N 1.01 0.20 -1.60
N 0.19 3.60 -0.72
N 0.14 1.67 0.22
N 1.15 2.28 0.73
N 1.63 0.88 -2.26
S -1.78 1.45 -1.10
H 0.32 -1.42 -1.12
H -0.98 0.04 0.90
*
```

=====

# 4
# C3H2NO2S

An isolated ion of composition C3H2NO2S and charge -1 in a non-equilibrium geometry (ωB97M-V/def2-TZVPD, the Open Molecules 2025 dataset).

Results
- LUMO: 3.743 eV
- HOMO level: -2.49 eV
- ΔE to the lowest compared entry with this formula, charge and spin: 231.4 kJ/mol

Structure (ORCA input):
```
! RIJCOSX wB97M-V def2-TZVPD def2/J DEFGRID3
* xyz -1 1
C -0.12 -1.09 0.46
C -2.12 0.20 -0.24
C 1.83 0.77 -0.47
N -1.37 -0.46 0.44
O 2.67 1.59 -0.67
O -3.14 0.74 -0.59
S 1.34 0.00 1.04
H -0.27 -1.99 1.26
H 1.18 0.23 -1.23
*
```

=====

# 5
# C3H2NO4

A 3-piece molecular cluster, C3H2NO4 overall in a non-equilibrium geometry (ωB97M-V/def2-TZVPD, the Open Molecules 2025 dataset).

Results
- LUMO: 3.799 eV
- HOMO level: -4.61 eV
- ΔE to the lowest compared entry with this formula, charge and spin: 37.5 kJ/mol

Structure (ORCA input):
```
! RIJCOSX wB97M-V def2-TZVPD def2/J DEFGRID3
* xyz -1 1
C -2.99 -0.32 0.09
C -0.40 2.69 -0.16
C 0.12 0.05 0.27
N -1.95 -0.83 0.25
O -0.61 3.48 0.67
O -0.29 2.32 -1.26
O 0.11 1.12 0.89
O -4.11 0.07 -0.03
H 0.41 -0.88 0.75
H 0.05 0.06 -0.82
*
```

=====

# 6
# C3H2NO4P

An isolated ion of composition C3H2NO4P and charge -2 in a non-equilibrium geometry (ωB97M-V/def2-TZVPD, the Open Molecules 2025 dataset).

Results
- LUMO: 6.238 eV
- HOMO level: -0.88 eV
- ΔE to the lowest compared entry with this formula, charge and spin: 0.0 kJ/mol
- SMILES string: O=CC=C=NP(=O)([O-])[O-]

Structure (ORCA input):
```
! RIJCOSX wB97M-V def2-TZVPD def2/J DEFGRID3
* xyz -2 1
C -0.32 -1.61 -0.77
C -1.59 -2.12 -1.04
C 0.00 -0.48 0.08
N 0.37 0.52 0.63
O 2.63 2.26 0.66
O 0.27 3.24 0.34
O 1.00 2.23 2.61
O -2.71 -1.82 -0.58
P 1.23 2.42 1.15
H 0.61 -1.72 -1.35
H -1.49 -2.94 -1.74
*
```

=====

# 7
# C3H2NO4S

An isolated ion of composition C3H2NO4S and charge -1 in a non-equilibrium geometry (ωB97M-V/def2-TZVPD, the Open Molecules 2025 dataset).

Results
- LUMO (alpha / beta): 3.698 / 2.146 eV
- HOMO level (alpha / beta): -1.01 / -4.01 eV

Structure (ORCA input):
```
! RIJCOSX wB97M-V def2-TZVPD def2/J DEFGRID3
* xyz -1 3
C 0.43 1.00 1.05
C -0.42 0.29 0.21
C 1.75 -0.05 -0.42
N 0.44 -0.33 -0.66
O -2.50 -1.22 1.01
O 2.68 -0.47 -1.09
O -2.31 -0.65 -1.31
O 1.79 0.82 0.69
S -2.34 -0.12 0.04
H 0.39 1.77 1.73
H 0.11 -1.03 -1.26
*
```

=====

# 8
# C3H2O2

One molecule with the formula C3H2O2 in a non-equilibrium geometry (ωB97M-V/def2-TZVPD, the Open Molecules 2025 dataset).

Results
- LUMO: 0.136 eV
- HOMO level: -8.47 eV
- ΔE to the lowest compared entry with this formula, charge and spin: 633.4 kJ/mol

Structure (ORCA input):
```
! RIJCOSX wB97M-V def2-TZVPD def2/J DEFGRID3
* xyz 0 1
C 0.28 -0.67 -0.09
C 0.19 0.56 0.46
C 1.14 -0.32 1.04
O 0.81 -0.86 2.86
O 1.95 -0.55 2.03
H -0.14 -1.43 -0.70
H -0.38 1.54 0.50
*
```

=====

# 9
# C3H2O2

One molecule with the formula C3H2O2 in a non-equilibrium geometry (ωB97M-V/def2-TZVPD, the Open Molecules 2025 dataset).

Results
- LUMO: 0.322 eV
- HOMO level: -10.33 eV
- ΔE to the lowest compared entry with this formula, charge and spin: 254.3 kJ/mol
- SMILES string: C#COC=O

Structure (ORCA input):
```
! RIJCOSX wB97M-V def2-TZVPD def2/J DEFGRID3
* xyz 0 1
C 0.19 0.63 2.06
C -0.38 0.26 -0.54
C -0.87 1.02 0.21
O -0.87 1.44 1.46
O 0.06 -0.09 2.98
H 1.24 0.91 1.56
H -0.47 -0.11 -1.56
*
```

=====

# 10
# C3H2O2S

One molecule with the formula C3H2O2S in a non-equilibrium geometry (ωB97M-V/def2-TZVPD, the Open Molecules 2025 dataset).

Results
- LUMO (alpha / beta): -0.292 / -2.751 eV
- HOMO level (alpha / beta): -6.91 / -10.83 eV
- ΔE to the lowest compared entry with this formula, charge and spin: 302.6 kJ/mol

Structure (ORCA input):
```
! RIJCOSX wB97M-V def2-TZVPD def2/J DEFGRID3
* xyz 0 3
C 0.89 -0.57 -0.77
C -0.73 -0.17 -0.17
C 2.15 -0.33 -0.52
O -1.41 -0.91 0.46
O 4.19 -0.38 0.94
S 3.63 0.21 -0.29
H 0.75 -1.35 -1.47
H -1.02 0.97 -0.26
*
```

=====

# 11
# C3H2O2Sr

C3H2O2Sr as an isolated structure in a non-equilibrium geometry (ωB97M-V/def2-TZVPD, the Open Molecules 2025 dataset).

Results
- LUMO (alpha / beta): -4.931 / -6.071 eV
- HOMO level (alpha / beta): -13.27 / -13.63 eV
- ΔE to the lowest compared entry with this formula, charge and spin: 0.0 kJ/mol

Structure (ORCA input):
```
! RIJCOSX wB97M-V def2-TZVPD def2/J DEFGRID3
* xyz 1 2
O 1.89 -0.23 0.04
C 0.60 -0.70 0.03
C -0.38 0.42 -0.09
C -1.69 0.51 -0.02
O -2.83 0.72 0.05
Sr 1.77 1.88 -0.03
H 0.32 -1.31 0.92
H 0.32 -1.28 -0.91
*
```

=====

# 12
# C3H2O3

One molecule with the formula C3H2O3 (ωB97M-V/def2-TZVPD, the Open Molecules 2025 dataset).

Results
- LUMO: -0.004 eV
- HOMO level: -9.60 eV
- ΔE to the lowest compared entry with this formula, charge and spin: 172.6 kJ/mol
- SMILES string: O=C=COC=O

Structure (ORCA input):
```
! RIJCOSX wB97M-V def2-TZVPD def2/J DEFGRID3
* xyz 0 1
O -1.78 -0.22 1.54
C -0.65 -0.05 1.21
C 0.19 0.39 -1.38
O -0.41 1.12 -2.07
C 0.81 -0.40 -0.53
O 0.04 -0.98 0.48
H -0.05 0.85 1.42
H 1.84 -0.72 -0.65
*
```

=====

# 13
# C3H2O3

A 2-piece molecular cluster, C3H2O3 overall in a non-equilibrium geometry (ωB97M-V/def2-TZVPD, the Open Molecules 2025 dataset).

Results
- LUMO: -0.108 eV
- HOMO level: -9.32 eV
- ΔE to the lowest compared entry with this formula, charge and spin: 352.7 kJ/mol

Structure (ORCA input):
```
! RIJCOSX wB97M-V def2-TZVPD def2/J DEFGRID3
* xyz 0 1
O -0.81 -0.68 0.61
C -0.82 0.60 0.93
C 0.62 1.19 -1.38
O 0.85 2.29 -1.49
C 0.40 -1.22 0.12
O 1.43 -1.16 0.71
H -1.86 0.74 1.30
H 0.19 -1.76 -0.81
*
```

=====

# 14
# C3H2O3

A 2-piece molecular cluster, C3H2O3 overall in a non-equilibrium geometry (ωB97M-V/def2-TZVPD, the Open Molecules 2025 dataset).

Results
- LUMO: 0.368 eV
- HOMO level: -8.88 eV
- ΔE to the lowest compared entry with this formula, charge and spin: 197.0 kJ/mol

Structure (ORCA input):
```
! RIJCOSX wB97M-V def2-TZVPD def2/J DEFGRID3
* xyz 0 1
O 0.50 2.05 1.44
C 0.23 0.95 1.37
C 0.57 -0.11 -1.04
O 1.55 0.45 -1.36
C -0.54 -0.74 -0.69
O -0.66 -1.43 0.49
H -0.46 -0.76 1.18
H -1.41 -0.62 -1.33
*
```

=====

# 15
# C3H2O3

A 2-piece molecular cluster, C3H2O3 overall in a non-equilibrium geometry (ωB97M-V/def2-TZVPD, the Open Molecules 2025 dataset).

Results
- LUMO: 0.439 eV
- HOMO level: -8.93 eV
- ΔE to the lowest compared entry with this formula, charge and spin: 184.0 kJ/mol

Structure (ORCA input):
```
! RIJCOSX wB97M-V def2-TZVPD def2/J DEFGRID3
* xyz 0 1
O -2.60 0.21 0.73
C -1.51 0.07 1.02
C 0.30 0.51 -1.08
O -0.37 1.26 -1.69
C 1.02 -0.37 -0.40
O 1.32 -0.18 0.93
H 0.47 -0.22 1.40
H 1.36 -1.27 -0.91
*
```

=====

# 16
# C3H2O3

C3H2O3 as an isolated structure (ωB97M-V/def2-TZVPD, the Open Molecules 2025 dataset).

Results
- LUMO: -1.158 eV
- HOMO level: -9.33 eV
- ΔE to the lowest compared entry with this formula, charge and spin: 489.1 kJ/mol

Structure (ORCA input):
```
! RIJCOSX wB97M-V def2-TZVPD def2/J DEFGRID3
* xyz 0 1
O 1.15 -1.77 -0.11
C -0.01 -1.20 0.03
C -0.25 0.16 -0.56
O -0.54 0.31 -1.73
C -0.22 1.34 0.41
O 0.06 1.19 1.57
H 0.26 -2.34 0.43
H -0.46 2.32 -0.05
*
```

=====

# 17
# C3H2O3Ru

C3H2O3Ru as an isolated structure in a non-equilibrium geometry (ωB97M-V/def2-TZVPD, the Open Molecules 2025 dataset).

Results
- LUMO (alpha / beta): -12.086 / -13.611 eV
- HOMO level (alpha / beta): -15.27 / -21.61 eV
- ΔE to the lowest compared entry with this formula, charge and spin: 334.6 kJ/mol

Structure (ORCA input):
```
! RIJCOSX wB97M-V def2-TZVPD def2/J DEFGRID3
* xyz 2 7
C 1.21 -1.89 0.21
C 0.30 -2.17 -0.89
O -0.43 -1.12 -1.07
C -0.10 0.00 -0.08
O 0.84 -0.43 0.66
O -0.67 1.05 -0.10
Ru -0.81 2.87 0.71
H 2.26 -1.90 -0.10
H 1.04 -2.56 1.07
*
```

=====

# 18
# C3H2O3S

One molecule with the formula C3H2O3S in a non-equilibrium geometry (ωB97M-V/def2-TZVPD, the Open Molecules 2025 dataset).

Results
- LUMO: -0.698 eV
- HOMO level: -9.23 eV
- ΔE to the lowest compared entry with this formula, charge and spin: 336.3 kJ/mol

Structure (ORCA input):
```
! RIJCOSX wB97M-V def2-TZVPD def2/J DEFGRID3
* xyz 0 1
C 0.83 -0.33 1.39
C 0.64 -1.62 -0.44
C 0.15 -0.11 0.07
O 0.87 0.17 2.43
O 0.26 -2.38 -1.25
O 1.09 -3.06 1.75
S 1.82 -2.07 0.97
H -0.95 0.02 0.13
H 0.67 0.51 -0.54
*
```

=====

# 19
# C3H2O3S

A 2-piece molecular cluster, C3H2O3S overall in a non-equilibrium geometry (ωB97M-V/def2-TZVPD, the Open Molecules 2025 dataset).

Results
- LUMO: -1.660 eV
- HOMO level: -9.11 eV
- ΔE to the lowest compared entry with this formula, charge and spin: 369.2 kJ/mol

Structure (ORCA input):
```
! RIJCOSX wB97M-V def2-TZVPD def2/J DEFGRID3
* xyz 0 1
C -0.64 -1.59 0.01
C -0.43 -2.83 -0.02
C -1.14 -0.35 -0.07
O 2.75 3.33 0.62
O 0.55 2.87 -0.06
O -0.34 -3.99 -0.11
S 1.89 2.33 0.03
H -0.58 0.49 0.26
H -2.05 -0.26 -0.66
*
```

=====

# 20
# C3H2O4

A 2-piece molecular cluster, C3H2O4 overall in a non-equilibrium geometry (ωB97M-V/def2-TZVPD, the Open Molecules 2025 dataset).

Results
- LUMO: -0.040 eV
- HOMO level: -9.04 eV
- ΔE to the lowest compared entry with this formula, charge and spin: 154.8 kJ/mol
- SMILES string: O=C=CO.O=C=O

Structure (ORCA input):
```
! RIJCOSX wB97M-V def2-TZVPD def2/J DEFGRID3
* xyz 0 1
C 0.93 -0.32 0.34
C 0.01 -1.18 0.06
C -1.62 0.70 -0.20
O -1.69 0.81 0.94
O -0.87 -1.99 -0.05
O -1.61 0.58 -1.36
O 1.19 0.85 -0.32
H 1.47 -0.50 1.17
H 2.19 1.05 -0.58
*
```